Below is the ion C5H7N2 with charge +1 in a non-equilibrium geometry, with properties calculated with ωB97M-V with the def2-TZVPD basis set.

The geometry in ORCA input format:
```
! RIJCOSX wB97M-V def2-TZVPD def2/J DEFGRID3
* xyz 1 1
C -0.47066 -0.67574 2.82448
C -0.21535 -0.68437 1.65299
C -1.08146 -1.83736 -0.58045
C 0.27800 -0.04796 0.27546
C -0.49402 1.26475 0.14572
N -0.08813 -1.10456 -0.40959
N 1.63830 0.17670 0.39808
H -1.13891 -2.46707 -1.55683
H -1.96154 -1.84733 0.05542
H -0.32168 1.88158 0.95375
H -1.45882 1.02887 -0.01826
H -0.01654 1.87667 -0.60482
H 2.32982 -0.51886 0.66236
H 1.81645 1.19482 0.47885
*
```

Its HOMO energy (spin up / spin down) is -15.17 / -14.65 eV. The value obtained for the gap between HOMO and LUMO (spin up / spin down) is 6.42 / 6.44 eV.